# 1
Below is an isolated molecule of C10H15OP in a non-equilibrium geometry, with properties calculated with the ωB97M-V functional and the def2-TZVPD basis.

The geometry in XYZ format:
```
27
Properties=species:S:1:pos:R:3:nbo_charge:R:1
C -1.071 0.169 1.869 -0.97
P -1.225 0.132 -0.002 0.85
C -0.192 -1.290 -0.614 -0.36
C -0.891 -2.587 -0.673 -0.62
C 0.220 -0.713 -1.953 -0.16
C 0.527 0.559 -1.873 -0.21
C 0.232 1.218 -0.535 -0.32
C -0.312 2.711 -0.665 -0.60
C 1.458 1.231 0.400 -0.54
C 2.123 -0.185 0.475 0.63
O 3.279 -0.330 0.731 -0.53
C 1.140 -1.420 0.249 -0.52
H -0.099 0.066 2.339 0.22
H -1.732 -0.664 2.329 0.25
H -1.480 1.285 1.968 0.24
H -1.013 -3.015 0.267 0.21
H -0.394 -3.366 -1.243 0.21
H -1.770 -2.662 -1.117 0.22
H 0.300 -1.408 -2.821 0.22
H 0.976 1.081 -2.609 0.21
H -0.137 3.073 0.293 0.20
H -1.364 2.749 -0.971 0.22
H 0.340 3.208 -1.291 0.20
H 1.301 1.490 1.476 0.24
H 2.305 1.969 0.072 0.24
H 1.750 -2.247 -0.288 0.24
H 0.715 -1.753 1.224 0.23
```

The charge is 0. Its structure (SMILES) is CP1[C@@]2(C)C=C[C@]1(C)CC(=O)C2. As for the energy above the lowest of the compared OMol25 structures with the same formula, charge and spin: 3.2 kcal/mol.

***

# 2
Below is a structure of composition C14H14MgN5S, with properties calculated with the ωB97M-V functional and the def2-TZVPD basis.

The geometry in XYZ format:
```
35
Properties=species:S:1:pos:R:3:nbo_charge:R:1
Mg 0.474 0.154 0.414 1.68
C -1.540 4.026 -0.537 -0.68
C -0.864 2.694 -0.502 0.19
N -0.194 2.228 0.483 -0.33
N -0.047 2.949 1.623 -0.48
C 1.015 2.552 2.295 0.29
N 1.199 3.180 3.498 -0.81
S 2.210 1.421 1.799 -0.49
C -0.920 1.795 -1.695 0.19
C -1.594 2.144 -2.861 -0.26
C -1.605 1.244 -3.919 -0.16
C -0.962 0.025 -3.781 -0.27
C -0.309 -0.246 -2.585 0.08
N -0.274 0.622 -1.587 -0.53
H -1.465 4.495 0.441 0.26
H -1.074 4.680 -1.278 0.22
H -2.593 3.921 -0.804 0.22
H 0.368 3.590 3.893 0.38
H 1.818 2.711 4.137 0.40
H -2.105 3.092 -2.938 0.22
H -2.124 1.496 -4.835 0.21
H -0.963 -0.715 -4.568 0.22
H 0.180 -1.194 -2.393 0.23
N -0.104 -1.599 0.717 -1.38
C -0.504 -2.448 1.630 0.21
C -1.037 -2.076 2.921 -0.35
C -1.463 -2.989 3.859 -0.20
C -1.410 -4.367 3.633 -0.39
C -0.903 -4.779 2.397 -0.21
C -0.475 -3.882 1.445 -0.34
H -1.099 -1.012 3.142 0.17
H -1.850 -2.616 4.805 0.17
H -1.746 -5.080 4.376 0.18
H -0.841 -5.842 2.172 0.17
H -0.086 -4.235 0.495 0.18
```

The charge is -1.

***

# 3
Below is a structure of composition C17H21NO4S in a non-equilibrium geometry, with properties calculated with the ωB97M-V functional and the def2-TZVPD basis.

The geometry in XYZ format:
```
44
Properties=species:S:1:pos:R:3:nbo_charge:R:1
C -4.954 -2.049 -0.388 -0.64
C -4.186 -1.506 0.781 -0.07
H -4.945 -1.123 1.486 0.19
H -3.630 -2.278 1.218 0.18
O -3.607 -0.473 0.388 -0.45
C -2.478 -0.417 -0.018 0.38
C -1.820 -1.597 -0.242 -0.35
C -0.491 -1.353 -1.130 -0.04
C 0.044 -0.137 -1.365 -0.41
C -0.541 0.992 -0.984 0.04
C -0.118 2.513 -1.251 -0.12
C -0.862 3.542 -1.054 -0.27
C -1.988 3.178 -0.443 -0.23
C -2.528 2.224 -0.003 -0.17
C -1.866 0.935 -0.483 -0.07
H -3.586 2.021 0.557 0.23
H -2.514 4.101 -0.033 0.19
H -0.383 4.364 -1.101 0.22
H 1.009 2.482 -1.811 0.25
S 1.659 -0.195 -1.958 2.22
O 1.412 -0.658 -3.524 -0.93
O 2.385 1.024 -1.725 -0.93
N 2.433 -1.460 -1.288 -0.87
H 2.809 -2.052 -1.914 0.43
C 3.345 -1.090 -0.502 -0.17
H 4.004 -0.333 -0.507 0.19
H 4.041 -2.284 -0.115 0.16
C 2.581 -0.867 0.998 0.15
H 1.851 -1.950 1.334 0.15
C 3.489 -0.692 2.277 -0.43
H 2.968 -0.789 3.093 0.21
H 4.382 -1.190 2.043 0.22
C 3.615 0.907 2.072 -0.43
H 4.476 0.998 1.497 0.20
C 2.313 1.189 1.225 -0.07
H 1.687 2.090 1.810 0.17
O 1.679 0.061 0.738 -0.55
H 2.626 1.784 0.560 0.17
H 3.578 1.415 3.032 0.22
H -0.041 -2.140 -1.168 0.17
H -2.050 -2.529 -0.055 0.20
H -5.714 -2.867 0.015 0.21
H -5.775 -1.347 -0.861 0.22
H -4.312 -2.443 -1.200 0.22
```

The charge is 0. As for the energy above the lowest of the compared OMol25 structures with the same formula, charge and spin: 410.7 kcal/mol.

***

# 4
Below is an isolated molecule of C4H4IN in a non-equilibrium geometry, with properties calculated with the ωB97M-V functional and the def2-TZVPD basis.

The geometry in XYZ format:
```
10
Properties=species:S:1:pos:R:3:nbo_charge:R:1
C -1.292 0.452 -0.839 -0.65
C -0.262 -0.385 -0.053 -0.17
C 0.841 0.080 0.384 -0.24
I 2.079 1.768 -0.058 0.19
C 1.710 -0.802 1.332 0.24
N 2.246 -1.620 1.960 -0.31
H -2.189 -0.090 -1.238 0.23
H -1.735 1.068 -0.048 0.24
H -0.845 0.909 -1.650 0.23
H -0.555 -1.380 0.209 0.24
```

The charge is 0. Its structure (SMILES) is C/C=C(\I)C#N. As for the energy above the lowest of the compared OMol25 structures with the same formula, charge and spin: 32.0 kcal/mol.

***

Number 1: HOMO-LUMO gap 9.70 eV, HOMO -8.893 eV. Number 2: HOMO-LUMO gap 3.80 eV, HOMO -1.637 eV. Number 3: HOMO-LUMO gap 8.70 eV, HOMO -8.145 eV. Number 4: HOMO-LUMO gap 9.80 eV, HOMO -9.861 eV.